# 1
A structure of composition C14H9ClNO6Os, computed with wB97M-V/def2-TZVPD.

## Properties
Spin multiplicity   5
HOMO-LUMO gap (alpha / beta)   8.3282 / 6.2230 eV
Highest occupied orbital energy (alpha / beta)   -0.708 / -0.729 hartree
Total charge   +3

Geometry as XYZ:
```
32
Properties=species:S:1:pos:R:3:forces:R:3:lowdin_spin:R:1
Os -0.2688 0.2655 0.4848 0.715 -0.224 -0.866 2.559
O -0.6697 -3.2714 -2.2449 0.193 -0.125 -0.290 0.001
C -0.3004 -2.1955 -1.6462 0.182 0.264 0.061 0.004
O -0.8528 -1.6800 -0.6765 -0.275 0.114 0.357 0.039
C 0.9114 -1.5209 -2.1884 0.103 -0.113 -0.195 0.009
C 1.7014 -1.9064 -3.2664 -0.075 -0.022 0.051 0.004
C 2.7906 -1.1052 -3.5828 0.015 -0.066 -0.071 -0.002
C 3.0577 0.0356 -2.8313 -0.036 0.167 0.181 0.007
C 2.2050 0.3289 -1.7755 0.176 -0.015 -0.178 0.004
N 1.1702 -0.4423 -1.4838 -0.352 0.203 0.507 0.079
C 2.2400 1.4633 -0.8124 0.235 -0.626 -0.769 0.021
O 3.1038 2.3979 -0.8006 -0.100 0.343 0.395 0.016
O 1.3366 1.4770 0.0454 -0.547 0.333 0.805 0.062
H -1.4607 -3.7036 -1.8839 -0.145 0.039 0.170 0.000
H 1.4691 -2.7987 -3.8323 0.007 -0.002 -0.009 0.001
H 3.4331 -1.3661 -4.4133 0.006 -0.003 -0.008 0.000
H 3.9066 0.6613 -3.0767 0.010 -0.012 -0.020 0.001
H 3.8058 2.3850 -1.4691 0.045 -0.139 -0.164 0.000
Cl -5.3823 0.7767 5.7211 0.917 -0.241 -1.071 0.260
C -4.3294 0.4222 4.4236 -1.958 -0.454 1.438 0.213
C -4.5631 -0.7301 3.6308 0.161 -0.384 -0.489 0.013
C -3.7266 -1.0208 2.5925 -0.567 -0.597 0.007 0.062
C -2.6211 -0.1971 2.2808 0.301 0.350 0.025 0.152
O -1.8566 -0.5263 1.2760 -0.619 -0.242 0.366 0.230
C -2.4013 0.9586 3.0896 -0.168 0.081 0.229 0.057
C -1.2960 1.8220 2.8128 0.166 0.379 0.178 0.009
O -0.4584 1.6771 1.9015 -0.057 0.046 0.093 0.046
C -3.2595 1.2547 4.1530 1.588 0.859 -0.734 0.151
H -5.4030 -1.3781 3.8483 -0.015 0.048 0.055 -0.002
H -3.8908 -1.8962 1.9775 -0.034 -0.015 0.019 0.001
H -1.1624 2.6962 3.4552 0.135 0.039 -0.092 -0.002
H -3.0875 2.1337 4.7638 -0.006 0.014 0.018 0.002
```
Forces are in eV/Å.

=====

# 2
An isolated molecule of C14H9F3O3, computed with wB97M-V/def2-TZVPD.

## Properties
Spin multiplicity   1
HOMO-LUMO gap   7.8019 eV
Highest occupied orbital energy   -0.310 hartree
Total charge   0
SMILES   O=C1C[C@@](O)(C(F)(F)F)Oc2c1ccc1ccccc21

Geometry as XYZ:
```
29
Properties=species:S:1:pos:R:3:forces:R:3:lowdin_charge:R:1
O 2.4252 1.2659 -2.6405 -1.636 0.430 1.902 0.083
F -2.7860 2.0282 -3.3229 0.406 -1.756 1.673 0.101
F -2.0135 0.0280 -3.7416 -1.334 0.482 1.967 0.070
F -3.6011 0.3345 -2.1023 2.459 0.767 -0.778 0.143
O -1.4349 2.1079 -0.8979 -0.079 0.913 0.439 0.073
O -1.0637 -0.1050 -0.9185 0.304 -0.337 -1.274 0.049
C 1.3938 1.1404 -1.9565 1.889 -2.028 -1.909 -0.330
C 0.1137 -1.9045 3.7050 0.281 0.043 -2.718 -0.048
C 2.4544 0.3294 0.0525 -0.138 -1.003 4.541 -0.009
C -0.9970 -2.1405 2.8499 0.814 2.198 -0.437 -0.062
C 1.3374 0.3143 -0.7329 -2.127 -0.021 -0.241 -0.071
C 1.2327 -1.3073 3.1667 0.247 -0.233 1.573 -0.053
C 2.4238 -0.0766 1.4023 -0.164 -0.798 -1.762 0.008
C -1.0568 -1.4807 1.6094 -1.180 -2.863 -0.769 -0.015
C 0.1286 -0.2779 -0.2593 1.280 1.904 0.025 -0.110
C 1.2860 -0.7702 1.9162 -1.505 1.518 -3.707 -0.161
C 0.0787 -0.8268 1.0475 0.864 -0.533 1.340 -0.063
C -2.4501 0.8369 -2.6637 0.165 0.218 -3.026 -0.369
C 0.1067 1.5009 -2.5689 -2.210 -1.042 -2.321 0.017
C -1.1675 1.0646 -1.7634 -0.349 0.215 1.419 -0.391
H -1.8681 1.7854 -0.0929 -0.046 -0.092 -0.323 0.139
H 0.1315 -2.3780 4.6225 0.152 -0.675 1.898 0.079
H 3.3364 0.8250 -0.1564 1.456 0.943 -1.370 0.098
H -1.7943 -2.7455 3.2349 -0.415 -0.111 -0.198 0.095
H 2.2078 -1.1922 3.6130 -0.148 -0.342 1.102 0.115
H 3.3484 0.0403 1.9682 -0.407 -0.079 0.156 0.113
H -1.9088 -1.8830 0.9310 1.408 1.428 1.032 0.146
H 0.0618 2.6068 -2.7121 -0.188 -0.956 -0.250 0.163
H 0.0750 0.8797 -3.5894 0.200 1.809 2.014 0.191
```
Forces are in eV/Å.

=====

# 3
A structure of composition C15H10AlAsF6PS4, computed with wB97M-V/def2-TZVPD.

## Properties
Spin multiplicity   2
HOMO-LUMO gap (alpha / beta)   6.0229 / 5.2383 eV
Highest occupied orbital energy (alpha / beta)   -0.067 / -0.067 hartree
Total charge   -2

Geometry as XYZ:
```
38
Properties=species:S:1:pos:R:3:forces:R:3:lowdin_spin:R:1
Al -0.8210 0.0448 -0.2948 0.199 -0.338 -0.337 0.033
S 1.5757 -1.3551 2.7086 -0.145 -0.042 -0.056 0.001
As -0.2559 -1.9159 1.8222 -0.099 -0.064 0.069 0.000
S -1.6467 -0.0967 1.7247 -0.131 0.042 0.171 0.001
S -0.0274 -2.0223 -0.4314 0.101 -0.118 0.062 0.007
S -1.3003 -3.5837 2.5844 0.118 0.167 -0.108 0.001
C 0.4468 1.4681 -0.6656 -0.452 0.319 -0.355 0.243
C 1.0298 2.4783 -1.0434 0.356 -0.256 0.133 0.050
C 1.8039 3.5766 -1.3820 0.210 0.412 0.064 0.310
C 2.1216 3.8500 -2.7811 -0.167 0.016 0.303 0.016
C 1.3916 3.2091 -3.7927 -0.108 -0.045 -0.153 0.062
C 1.6769 3.4370 -5.1276 -0.009 -0.029 0.058 -0.005
C 2.7020 4.3027 -5.4989 -0.013 0.002 0.068 0.074
C 3.4428 4.9345 -4.5069 -0.072 -0.052 0.071 -0.006
C 3.1562 4.7135 -3.1678 0.163 0.041 -0.083 0.063
C 2.3040 4.4182 -0.2675 -0.123 -0.283 -0.305 0.020
C 2.6582 3.8106 0.9403 -0.005 0.036 0.195 0.040
C 3.1017 4.5719 2.0120 -0.043 -0.046 -0.100 -0.004
C 3.1914 5.9545 1.9019 0.006 -0.018 0.013 0.042
C 2.8225 6.5701 0.7137 -0.035 -0.053 -0.075 -0.004
C 2.3811 5.8092 -0.3603 0.067 0.137 0.013 0.040
H 0.5850 2.5431 -3.5075 0.048 0.027 -0.043 0.003
H 1.0885 2.9318 -5.8837 0.004 0.010 -0.013 -0.002
H 2.9212 4.4791 -6.5448 0.003 -0.005 -0.004 0.005
H 4.2558 5.5995 -4.7730 0.010 0.005 -0.015 -0.002
H 3.7632 5.1908 -2.4102 0.002 -0.004 -0.016 0.003
H 2.5594 2.7353 1.0323 0.017 0.020 0.017 0.001
H 3.3660 4.0801 2.9397 0.003 -0.006 -0.005 -0.001
H 3.5311 6.5486 2.7417 0.002 0.000 0.002 0.003
H 2.8626 7.6491 0.6244 0.001 0.011 0.001 -0.001
H 2.0686 6.2971 -1.2754 -0.002 0.008 0.030 0.001
F -1.9027 0.1229 -1.8468 -0.070 0.202 0.337 0.002
P -3.0478 1.4044 -2.4417 0.524 -0.182 0.423 0.001
F -4.0325 2.5381 -2.9528 -0.012 0.019 -0.035 0.000
F -1.7596 2.0906 -3.0952 -0.084 0.069 -0.123 0.001
F -4.1986 0.5827 -1.7193 -0.130 -0.027 0.044 0.000
F -2.7214 2.1524 -1.0594 -0.099 0.051 -0.054 0.003
F -3.2167 0.4978 -3.7367 -0.034 -0.028 -0.194 0.000
```
Forces are in eV/Å.

=====

# 4
A structure of composition C15H10BrF3N3SSn, computed with wB97M-V/def2-TZVPD.

## Properties
Spin multiplicity   1
HOMO-LUMO gap   6.9715 eV
Highest occupied orbital energy   -0.169 hartree
Total charge   -1

Geometry as XYZ:
```
34
Properties=species:S:1:pos:R:3:forces:R:3:lowdin_charge:R:1
Sn 0.5496 -1.2000 0.0226 -0.118 0.097 -0.151 0.999
C -2.6726 1.3615 -4.6256 0.084 0.025 0.103 -0.047
C -2.8584 0.7750 -3.2550 -0.035 -0.093 -0.046 -0.248
C -4.0730 0.8093 -2.5837 0.015 0.027 0.083 -0.032
C -4.1801 0.2580 -1.3188 0.005 -0.009 0.098 -0.108
C -3.0475 -0.3246 -0.7722 0.135 -0.038 -0.362 -0.756
Br -3.1592 -1.1395 0.9284 -0.082 -0.007 0.166 0.724
N -1.8851 -0.3839 -1.3908 -0.277 0.238 0.101 -0.003
C -1.7962 0.1610 -2.6014 -0.177 0.037 0.049 -0.075
H -3.6314 1.5785 -5.0946 0.007 0.000 -0.028 0.072
H -2.1136 0.6762 -5.2629 -0.023 0.020 -0.048 0.081
H -2.0998 2.2889 -4.5662 -0.021 0.017 -0.049 0.086
H -4.9416 1.2691 -3.0407 0.012 0.013 -0.037 0.113
H -5.1049 0.2731 -0.7610 -0.018 0.002 -0.028 0.095
H -0.8220 0.1007 -3.0661 0.066 0.029 -0.080 0.100
S 5.3783 -1.8202 0.5470 0.942 -0.101 -0.027 0.472
C 3.7949 -1.6189 0.5669 -1.141 0.027 0.070 -1.000
N 2.6271 -1.4957 0.5952 0.625 0.253 0.244 -0.132
F 1.2582 1.5584 1.5922 -0.042 -0.054 0.015 0.005
C 0.1988 0.7317 1.3396 -0.010 -0.248 -0.222 -0.670
F -0.7602 1.5661 0.7941 0.131 -0.098 0.014 -0.023
F -0.3013 0.4230 2.5793 0.095 -0.002 -0.094 -0.025
N 3.1826 2.5923 -6.0886 -0.016 0.015 0.065 0.128
C 2.8370 2.0600 -5.1278 0.163 0.184 -0.337 -0.207
C 2.3897 1.3697 -3.9627 -0.176 -0.310 0.366 -0.257
C 2.0463 0.0190 -4.0569 0.015 0.101 -0.098 -0.053
C 1.5679 -0.6435 -2.9404 -0.051 -0.079 0.130 -0.164
C 1.3938 -0.0035 -1.7086 -0.111 -0.150 0.202 -0.329
C 1.7745 1.3388 -1.6360 -0.058 -0.023 0.085 -0.102
C 2.2700 2.0216 -2.7343 -0.001 0.071 -0.143 -0.035
H 2.1424 -0.4897 -5.0087 0.037 -0.007 0.013 0.110
H 1.3039 -1.6934 -3.0383 0.000 0.006 -0.016 0.089
H 1.6774 1.8668 -0.6958 0.034 0.053 -0.036 0.082
H 2.5558 3.0633 -2.6544 -0.009 0.004 -0.003 0.112
```
Forces are in eV/Å.

=====

# 5
A structure of composition C15H10BrF3NO5S3, computed with wB97M-V/def2-TZVPD.

## Properties
Spin multiplicity   1
HOMO-LUMO gap   6.2435 eV
Highest occupied orbital energy   -0.134 hartree
Total charge   -1

Geometry as XYZ:
```
38
Properties=species:S:1:pos:R:3:forces:R:3:lowdin_charge:R:1
Br 0.2419 -1.6017 1.3393 -0.028 -0.099 0.084 0.697
C -1.2823 -1.0913 0.2939 -1.079 -0.193 0.100 -0.703
S -2.8477 -0.7862 1.1851 1.072 0.573 1.536 0.622
C -2.3008 -0.5639 2.8847 -0.408 0.120 0.582 -0.337
C -2.8294 -1.4503 3.8177 0.619 -0.232 0.118 -0.074
C -2.2026 -1.5841 5.0574 0.207 0.200 0.132 -0.084
C -1.1187 -0.7562 5.3858 -0.070 -0.049 -0.077 -0.100
C -0.7668 0.3047 4.5427 -0.268 -0.035 -0.261 -0.090
C -1.3983 0.4281 3.2915 0.237 -0.243 0.320 -0.100
O -3.4286 0.4926 0.8588 0.005 -0.245 -0.748 -0.319
O -3.6522 -1.9758 1.1397 -0.479 -0.363 -0.184 -0.339
H -1.4843 -1.9269 -0.3968 0.008 0.546 0.225 0.047
H -3.6814 -2.0649 3.5393 0.350 -0.133 -0.039 0.108
H -2.5266 -2.3743 5.7409 0.085 0.363 -0.163 0.101
H -0.5343 -0.9323 6.2968 -0.399 0.110 -0.285 0.099
H 0.0328 1.0026 4.8461 -0.580 -0.384 -0.276 0.108
H -1.1666 1.2714 2.6415 0.141 -0.401 -0.055 0.108
F 5.9910 -0.2450 -4.2671 -0.649 -0.333 0.077 0.075
C 4.6875 -0.5502 -4.4346 -0.701 0.071 -0.027 -0.763
F 4.1189 0.4840 -5.1081 0.532 -1.106 0.736 0.085
F 4.6235 -1.6499 -5.2342 0.184 0.784 0.514 0.060
S 3.8045 -0.9075 -2.7631 -0.125 1.815 -1.887 1.045
N 2.4881 0.2292 -3.0428 2.439 -2.867 0.351 -0.427
C 2.4918 1.4846 -2.3888 -0.979 0.719 1.114 -0.485
O 3.4445 2.0241 -1.8449 -0.605 -0.925 -1.218 0.056
C 1.0663 1.8655 -2.3090 1.268 0.444 0.625 -0.187
C 0.1698 0.9579 -2.8931 -0.456 -0.230 0.750 -0.225
C -1.1724 0.8391 -2.4214 2.017 0.137 -0.086 -0.083
C -1.1101 1.1581 -1.0956 -3.588 1.089 -0.497 -0.148
C -0.4039 2.1795 -0.4827 1.418 0.345 -0.937 -0.083
C 0.7261 2.6234 -1.1637 -0.662 0.425 -0.269 -0.013
S 0.9766 -0.5911 -3.1207 -1.042 2.546 -0.182 0.648
O 0.7775 -1.1260 -4.4298 0.497 -0.845 -0.077 -0.282
O 0.6804 -1.3590 -1.9339 0.996 -0.252 -0.881 -0.303
H -1.9003 0.2476 -2.9793 -0.051 0.034 0.504 0.113
H -1.2411 -0.0170 -0.2735 -0.091 -0.831 0.290 -0.027
H -0.6626 2.5664 0.4953 0.243 -0.354 0.263 0.088
H 1.3897 3.3950 -0.7734 -0.056 -0.205 -0.172 0.113
```
Forces are in eV/Å.

=====

# 6
A structure of composition C15H10Cl3F3O9PdS, computed with wB97M-V/def2-TZVPD.

## Properties
Spin multiplicity   5
HOMO-LUMO gap (alpha / beta)   9.0244 / 5.5003 eV
Highest occupied orbital energy (alpha / beta)   -0.345 / -0.334 hartree
Total charge   0

Geometry as XYZ:
```
42
Properties=species:S:1:pos:R:3:forces:R:3:lowdin_spin:R:1
Pd 0.4308 -0.4230 -0.2167 -2.494 0.405 0.588 1.589
O -2.2263 2.5639 1.7285 -0.649 0.450 0.271 0.237
C -1.6245 1.5634 1.4609 0.303 -0.071 -0.006 0.098
O -0.4864 1.3061 1.0861 1.060 -0.506 -0.218 0.172
C -2.6035 0.2003 1.6362 -0.406 -0.269 -0.040 0.152
C -1.8433 -1.0741 2.0224 -0.016 0.153 0.744 0.018
C -2.9144 -2.0915 2.4852 0.132 0.056 0.025 0.014
C -3.5541 -2.4829 1.1401 0.158 -0.050 -0.238 0.008
C -2.7300 -1.6250 0.1590 -0.739 -0.162 -0.307 0.018
O -1.4477 -1.6207 0.7689 0.707 0.171 -0.170 0.036
C -3.1872 -0.1685 0.3060 0.152 0.161 -0.098 0.083
C -2.5482 0.7176 -0.9345 -0.433 -0.404 0.397 0.066
O -3.2890 1.5754 -1.3331 -0.414 0.544 -0.175 0.132
O -1.4246 0.3425 -1.3056 0.987 -0.408 -0.593 0.113
H -3.3201 0.5308 2.3847 0.067 0.014 -0.107 0.007
H -0.9765 -0.9588 2.6738 -0.116 0.039 -0.129 -0.001
H -2.4361 -2.9498 2.9544 0.050 0.058 0.034 0.004
H -3.6244 -1.6638 3.1896 0.029 0.043 0.043 0.001
H -3.3971 -3.5360 0.9150 -0.031 -0.045 0.035 0.003
H -4.6198 -2.2733 1.0852 -0.020 0.043 -0.041 0.001
H -2.6590 -1.9979 -0.8600 0.029 0.062 0.058 -0.001
H -4.2580 0.0013 0.2146 0.104 -0.045 0.069 0.006
Cl 2.3067 -1.7481 -7.2853 0.040 0.017 -0.063 0.080
C 1.7536 -1.8075 -5.6735 -0.116 0.049 0.205 0.184
C 1.7319 -0.6375 -4.9110 -0.073 0.338 0.559 -0.018
C 1.2821 -0.6699 -3.6104 0.204 0.385 -0.105 0.138
Cl 1.2431 0.7373 -2.6285 0.233 0.195 -1.094 0.048
C 0.8070 -1.8912 -3.0094 -0.455 -0.011 0.966 0.106
O 0.3473 -1.9802 -1.8388 0.609 0.136 -0.768 0.354
C 0.8612 -3.0611 -3.8494 0.000 -0.303 -0.450 0.145
Cl 0.3150 -4.5122 -3.1496 -0.015 -0.205 -0.063 0.049
C 1.3190 -3.0222 -5.1442 -0.171 -0.284 0.388 -0.018
H 2.0701 0.2930 -5.3351 0.042 0.101 -0.068 -0.004
H 1.3375 -3.9209 -5.7427 0.013 -0.007 -0.003 -0.003
F 2.6440 -3.4571 2.0691 0.140 0.308 0.047 0.000
C 2.5045 -2.8220 0.9105 -0.462 0.102 -0.093 -0.001
F 3.3028 -3.3948 0.0152 0.142 0.176 -0.009 0.000
F 1.2269 -3.0057 0.5006 0.282 -0.288 0.107 -0.001
S 2.7409 -0.9631 1.0202 1.733 -1.787 0.616 0.002
O 2.6593 -0.5844 -0.3879 0.009 0.512 -0.578 0.068
O 3.9762 -0.7276 1.6744 0.154 0.089 0.129 0.020
O 1.5247 -0.5904 1.7257 -0.767 0.237 0.135 0.098
```
Forces are in eV/Å.

=====

Here are the calculated F_max numbers, same order: 2.47 4.65 0.70 1.14 3.78 2.59 (eV Å⁻¹).